No. 1
{
  "formula": "C6H38NO14",
  "method": "the ωB97M-V functional and the def2-TZVPD basis",
  "total_charge": -1,
  "energy_ha": -1359.4790,
  "lumo_energy_ev": 2.48,
  "homo_lumo_gap_ha": 0.324,
  "e_homo_ev": -6.3,
  "relative_energy_kj_mol": 510.0,
  "elements": ["C", "O", "C", "C", "C", "C", "C", "N", "H", "H", "H", "H", "H", "H", "H", "H", "H", "H", "H", "H", "H", "H", "O", "H", "H", "O", "H", "H", "O", "H", "H", "O", "H", "H", "O", "H", "H", "O", "H", "H", "O", "H", "H", "O", "H", "H", "O", "H", "H", "O", "H", "H", "O", "H", "H", "O", "H", "H", "O"],
  "positions_angstrom": [[2.646948, -0.846728, 0.382438], [1.688979, -1.018357, 1.410679], [1.918885, -0.310605, -0.879657], [0.828250, 0.738463, -0.482335], [-0.203515, 1.050793, -1.509718], [-1.414246, 0.461372, -1.572791], [-2.712702, 0.795572, -2.147347], [1.266242, -1.310135, -1.725576], [3.449509, -0.182826, 0.668217], [3.093978, -1.791817, 0.234364], [2.719032, 0.041886, -1.532353], [1.332002, 1.611754, -0.037448], [0.368369, 0.118899, 0.317801], [0.211174, 1.963110, -2.082528], [-1.430050, -0.476601, -1.085752], [-2.703065, 1.279656, -3.178702], [-3.216932, 1.364329, -1.451922], [-3.266690, -0.277038, -2.369987], [0.367747, -1.599416, -1.342817], [1.829848, -2.174317, -1.936305], [0.295434, 4.071643, 0.058256], [1.758373, 3.957013, 0.296047], [1.135910, 4.425446, -0.217928], [0.442406, 0.443781, 2.594263], [0.231144, 0.774297, 3.938117], [-0.283454, 0.594418, 3.156829], [0.550672, -2.008989, 1.296584], [0.382047, -3.289595, 2.173731], [-0.122863, -2.712125, 1.623571], [-0.723919, 0.434732, -3.860568], [0.267951, 1.629817, -4.442899], [-0.630288, 1.194703, -4.467300], [-2.788260, 0.293276, 2.159628], [-2.255751, 1.362329, 3.113930], [-3.032089, 1.215263, 2.480771], [-1.575619, -2.841201, -2.418658], [-0.360902, -2.650791, -3.428721], [-1.345968, -2.686260, -3.288815], [0.694216, 0.009888, -4.815571], [1.069606, -0.940420, -3.624418], [1.328331, -0.632069, -4.548175], [-1.819484, -1.628680, 1.303161], [-2.545555, -2.751716, 1.889775], [-2.523727, -1.832277, 1.822526], [-2.802195, 2.103290, 1.091408], [-2.046623, 3.218315, 0.252203], [-2.851379, 2.932138, 0.584829], [2.425625, 2.455515, 2.305863], [1.343866, 3.648807, 2.418917], [2.216744, 3.519404, 1.963003], [1.930979, -1.141657, 3.112428], [0.521254, -1.595833, 3.813520], [1.530645, -1.721766, 3.802180], [-0.693040, -3.235897, 0.033895], [-2.091365, -4.047374, -0.324405], [-1.279819, -3.696956, -0.634291], [2.481418, 0.639891, 3.867832], [2.119259, 0.129628, 2.295182], [2.272653, 0.922022, 2.945036]],
  "atomic_forces_ev_per_a": [[-2.54, 0.48, 0.35], [1.32, 1.02, -0.16], [0.97, 0.02, -0.89], [0.75, -2.55, 0.67], [0.48, 2.37, -0.71], [2.36, 0.68, -0.06], [-0.68, -3.30, -4.42], [0.00, -1.71, -0.29], [0.30, 0.67, 0.18], [0.72, -1.27, -0.85], [0.00, 0.73, -0.06], [-0.47, -0.16, -0.24], [-0.08, 0.97, -0.11], [-1.70, -1.20, 0.50], [-0.17, -0.84, 1.26], [0.14, -0.20, 1.51], [-1.57, 1.23, 1.35], [1.00, 2.76, 0.77], [0.23, -0.13, -0.03], [-0.60, 1.30, 0.74], [-0.37, -0.13, 0.05], [1.31, -0.85, 1.37], [-1.21, 1.28, -1.86], [1.00, -0.37, -1.89], [-0.16, 0.24, 0.76], [-2.00, 0.25, 1.22], [0.25, -0.28, 0.94], [0.70, -0.44, 0.53], [-0.28, 0.43, -1.49], [0.56, 0.86, 0.05], [-1.61, -1.00, 0.67], [0.53, 0.89, -0.88], [-0.71, 1.22, 0.68], [-1.37, -0.18, -1.36], [1.97, -1.85, 0.95], [0.01, -0.77, 3.18], [-1.73, -0.14, 0.70], [1.75, 0.94, -4.07], [-0.81, 0.31, -0.48], [0.53, 0.82, -0.98], [1.00, -1.71, 1.29], [3.30, 0.60, -2.05], [0.19, -2.07, 0.23], [-4.12, 1.88, 2.01], [0.41, 0.29, 0.30], [2.35, 0.30, -0.82], [-2.77, 0.05, 0.18], [-0.74, 3.56, -1.04], [1.16, -0.01, -0.67], [-0.19, -3.96, 2.26], [-1.13, -1.49, 0.14], [2.47, 0.06, -0.51], [-1.57, 0.07, 1.49], [-1.29, -1.05, 0.27], [-0.78, -0.14, 1.09], [1.92, 0.96, -1.21], [-0.10, 0.07, -1.36], [0.02, 0.01, 0.01], [1.06, 0.49, 0.82]]
}



No. 2
{
  "formula": "C6H3FO8Tb",
  "method": "the ωB97M-V functional and the def2-TZVPD basis",
  "spin_multiplicity": 7,
  "total_charge": 1,
  "energy_ha": -1756.2844,
  "lumo_energy_ev": [-5.84, -7.43],
  "homo_lumo_gap_ha": [0.257, 0.198],
  "s2": 13.0347,
  "e_homo_ev": [-12.8, -12.8],
  "elements": ["C", "C", "O", "C", "O", "O", "O", "F", "H", "O", "C", "C", "O", "C", "O", "O", "Tb", "H", "H"],
  "positions_angstrom": [[-1.474206, 0.547171, 2.052435], [-1.083646, 1.020092, 0.722740], [-0.564107, 2.323754, 0.802408], [-0.297187, 2.726854, 2.069154], [-0.929611, 2.022585, 2.961748], [0.615147, 3.496509, 2.286087], [-1.195121, -0.659789, 2.422137], [-2.796363, 0.827639, 2.371953], [-1.911884, 0.891885, 0.019409], [0.678277, -2.484621, -0.231824], [0.963953, -1.826277, -1.257718], [0.628771, -0.549238, -1.729803], [1.609291, -0.266567, -2.709591], [2.231987, -1.393049, -3.036381], [2.810188, -1.619606, -4.057543], [1.906494, -2.345215, -2.113557], [-0.524334, -2.720223, 1.775271], [-0.289676, 0.322894, -0.259573], [-0.377973, -0.314799, -2.087352]],
  "atomic_forces_ev_per_a": [[-1.71, 0.77, 3.25], [1.68, 1.03, -3.95], [-1.00, -1.48, -2.19], [3.10, 0.15, 1.91], [-0.44, -2.88, -0.95], [-1.78, -0.21, -0.61], [1.01, 0.03, -0.39], [0.91, -0.51, -1.05], [-0.42, 0.78, 0.37], [-0.50, 0.97, -1.30], [1.74, -2.87, 1.21], [-0.04, 1.11, -2.21], [-1.75, 1.39, 1.11], [0.94, -1.22, -3.17], [-0.47, 0.60, 2.13], [-0.70, -0.30, 1.82], [-0.13, 1.16, 0.37], [-0.73, 1.17, 3.25], [0.30, 0.30, 0.42]]
}



No. 3
{
  "formula": "C6H3HgNO4",
  "method": "the ωB97M-V functional and the def2-TZVPD basis",
  "total_charge": 2,
  "energy_ha": -738.5945,
  "lumo_energy_ev": -10.04,
  "homo_lumo_gap_ha": 0.325,
  "e_homo_ev": -18.9,
  "relative_energy_kj_mol": 591.8,
  "elements": ["O", "C", "Hg", "O", "C", "C", "O", "C", "O", "C", "C", "N", "H", "H", "H"],
  "positions_angstrom": [[-0.958177, 2.749105, -1.117013], [-1.053008, 1.660847, -0.763054], [-1.202965, -0.055202, -0.204608], [-3.393895, -0.964257, -3.717250], [-2.800712, -0.705992, -2.764489], [-2.072467, 0.504221, 1.278860], [-2.626243, 0.860812, 2.223579], [-1.353090, -1.771283, 0.354013], [-1.448142, -2.859512, 0.707994], [3.299434, 0.113551, 0.783724], [1.880751, 0.065277, 0.430749], [0.755473, 0.025706, 0.164209], [3.464360, 0.908607, 1.539897], [3.900632, 0.333052, -0.122792], [3.608049, -0.864930, 1.206181]],
  "atomic_forces_ev_per_a": [[-0.21, -3.93, 2.16], [0.55, 12.24, -7.72], [1.01, -2.66, -6.18], [2.14, 0.92, 3.40], [-2.32, -0.98, -3.62], [-7.78, 5.31, 14.25], [2.00, -1.45, -3.92], [-1.49, -14.04, 0.91], [0.46, 4.45, -0.58], [0.14, 0.02, -0.02], [-0.18, -0.03, -0.03], [6.42, 0.19, 1.55], [-0.15, -0.40, -0.41], [-0.37, -0.13, 0.45], [-0.22, 0.49, -0.25]]
}



No. 4
{
  "formula": "C6H3NO",
  "method": "the ωB97M-V functional and the def2-TZVPD basis",
  "smiles": "C#C/C=C\\C(=O)C#N",
  "energy_ha": -360.2306,
  "lumo_energy_ev": -1.26,
  "homo_lumo_gap_ha": 0.295,
  "e_homo_ev": -9.3,
  "relative_energy_kj_mol": 369.7,
  "elements": ["C", "C", "C", "C", "C", "O", "C", "N", "H", "H", "H"],
  "positions_angstrom": [[-2.309321, 0.590167, 0.119228], [-1.419709, -0.280880, -0.280515], [-0.416386, -1.200165, -0.221691], [0.894251, -0.936159, 0.201456], [1.581583, 0.372379, -0.086272], [2.761664, 0.275390, -0.042792], [0.815219, 1.507763, -0.198718], [0.073981, 2.422586, -0.084359], [-3.059450, 1.339258, 0.591746], [-0.515391, -2.361506, -0.622999], [1.593563, -1.728836, 0.624915]],
  "atomic_forces_ev_per_a": [[3.61, -3.88, -1.34], [-7.15, 6.59, 2.60], [4.14, -4.35, -0.53], [-1.92, -0.36, -0.67], [-0.50, -4.91, 2.26], [2.93, 1.30, -0.64], [-4.17, 6.30, 0.04], [2.78, -2.93, -0.56], [1.80, -1.79, -1.44], [-0.51, 2.99, 1.56], [-1.01, 1.03, -1.26]]
}



No. 5
{
  "formula": "C6H3NO",
  "method": "the ωB97M-V functional and the def2-TZVPD basis",
  "smiles": "C#C/C(C#N)=C\\C=O",
  "energy_ha": -360.2866,
  "lumo_energy_ev": -1.88,
  "homo_lumo_gap_ha": 0.310,
  "e_homo_ev": -10.3,
  "relative_energy_kj_mol": 222.8,
  "elements": ["C", "C", "C", "C", "N", "C", "C", "O", "H", "H", "H"],
  "positions_angstrom": [[0.888551, 2.175222, 0.007536], [0.721544, 0.975742, -0.161929], [0.591418, -0.468196, -0.001150], [1.844962, -1.170424, 0.048371], [2.981108, -1.342143, -0.012632], [-0.672175, -1.089113, -0.040199], [-1.840790, -0.272021, 0.054142], [-3.039730, -0.611342, -0.049133], [0.996590, 3.224996, 0.007783], [-0.798310, -2.252116, -0.225712], [-1.673163, 0.829394, 0.372920]],
  "atomic_forces_ev_per_a": [[-0.39, -2.56, -0.82], [0.41, 1.28, 1.56], [-2.94, -0.65, -0.71], [0.30, 0.87, -0.46], [-0.14, -0.64, 0.20], [3.02, -2.00, -0.75], [-4.11, 2.12, 0.77], [3.22, 0.06, -0.05], [0.07, 0.39, 0.06], [0.42, 2.62, 0.80], [0.13, -1.48, -0.60]]
}



No. 6
{
  "formula": "C6H4",
  "method": "the ωB97M-V functional and the def2-TZVPD basis",
  "smiles": "C#CC#CC=C",
  "energy_ha": -230.8562,
  "lumo_energy_ev": -0.09,
  "homo_lumo_gap_ha": 0.319,
  "e_homo_ev": -8.8,
  "relative_energy_kj_mol": 53.8,
  "elements": ["C", "C", "C", "C", "C", "C", "H", "H", "H", "H"],
  "positions_angstrom": [[-3.703670, 0.121780, 0.028908], [-2.483227, 0.109339, -0.126011], [-1.135736, -0.115387, -0.072911], [0.113828, -0.207174, -0.058902], [1.512144, -0.451014, -0.088964], [2.566779, 0.457008, 0.020760], [-4.761777, 0.074388, 0.179211], [1.778746, -1.571599, 0.151404], [3.571267, 0.037412, 0.044817], [2.541649, 1.545248, -0.078314]],
  "atomic_forces_ev_per_a": [[2.40, -0.04, -0.39], [-2.91, -0.48, 0.89], [4.53, 0.15, -0.29], [-3.97, 0.51, -0.45], [2.67, -0.29, 1.98], [-1.70, -1.85, -0.97], [0.23, 0.18, -0.15], [-0.43, 2.22, -0.90], [-0.24, 0.02, 0.19], [-0.56, -0.43, 0.10]]
}